(1)
Computed, not measured: an isolated molecule of C7H10N4 in a non-equilibrium geometry, with ωB97M-V/def2-TZVPD.

orbital gap (alpha / beta): 5.990 / 8.558 eV
maximum force: 4.67 eV/Å
LUMO level (alpha / beta): -1.82 / -0.01 eV
energy relative to the best compared isomer or geometry (same formula, charge and spin): 175.8 kcal per mole
molar mass: 150.185 g/mol

Each atom is followed by the atoms it is bonded to, with distances in Å.
Cartesian coordinates (Å):
1 C 2.657 -1.658 -2.038  C2 1.440, C3 1.368, H12 1.082
2 C 3.939 -1.506 -1.399  C1 1.440, N8 1.302, H13 1.020
3 C 1.826 -0.808 -1.362  C1 1.368, N10 1.367
4 C 2.291 0.857 0.356  N9 1.296, N10 1.370, H14 1.109
5 C -1.932 1.705 0.827  C7 1.558, H15 1.082, H16 1.100, H17 1.146
6 C -1.158 -0.713 0.300  C7 1.586, H18 1.090, H19 1.084, H20 1.000
7 C -1.220 0.788 -0.211  C5 1.558, C6 1.586, N11 1.380, H21 1.204
8 N 3.911 -0.649 -0.419  C2 1.302, N10 1.357
9 N 1.064 1.273 0.382  C4 1.296, N11 1.297
10 N 2.622 -0.227 -0.415  C3 1.367, C4 1.370, N8 1.357
11 N 0.043 1.301 -0.419  C7 1.380, N9 1.297
12 H 2.533 -2.327 -2.879  C1 1.082
13 H 4.875 -1.897 -1.511  C2 1.020
14 H 2.907 1.419 1.086  C4 1.109
15 H -1.671 2.652 0.371  C5 1.082
16 H -2.995 1.430 0.756  C5 1.100
17 H -1.662 1.600 1.936  C5 1.146
18 H -2.006 -1.143 0.832  C6 1.090
19 H -0.381 -1.002 0.998  C6 1.084
20 H -1.040 -1.321 -0.485  C6 1.000
21 H -1.918 0.812 -1.192  C7 1.204

=====

(2)
Computed, not measured: the ion C7H10N5 with charge +1 in a non-equilibrium geometry, with ωB97M-V/def2-TZVPD.

orbital gap: 8.993 eV
total charge: +1
maximum force: 5.17 eV/Å
LUMO level: -2.94 eV
energy relative to the best compared isomer or geometry (same formula, charge and spin): 15.1 kcal per mole
molar mass: 164.192 g/mol

Each atom is followed by the atoms it is bonded to, with distances in Å.
Cartesian coordinates (Å):
1 C 1.567 -1.379 -1.689  C5 1.394, N8 1.354, H13 1.097
2 C -1.712 2.123 0.622  C4 1.354, N11 1.379, H14 1.142
3 C 1.737 -3.461 -1.154  N8 1.323, N9 1.346, H15 1.115
4 C -0.478 2.002 1.168  C2 1.354, C7 1.460, N10 1.372
5 C 0.322 -1.809 -1.232  C1 1.394, N9 1.322, N12 1.435
6 C -0.908 0.308 -0.267  N10 1.382, N11 1.339, N12 1.484
7 C 0.281 2.867 2.066  C4 1.460, H16 1.031, H17 1.165, H18 1.120
8 N 2.423 -2.425 -1.608  C1 1.354, C3 1.323
9 N 0.495 -3.056 -0.829  C3 1.346, C5 1.322, H19 1.062
10 N 0.064 0.948 0.477  C4 1.372, C6 1.382, H20 1.043
11 N -2.008 1.070 -0.217  C2 1.379, C6 1.339, H21 1.068
12 N -0.831 -1.080 -0.783  C5 1.435, C6 1.484, H22 0.951
13 H 1.914 -0.426 -2.107  C1 1.097
14 H -2.387 3.022 0.824  C2 1.142
15 H 2.180 -4.455 -0.910  C3 1.115
16 H 0.399 3.777 1.596  C7 1.031
17 H -0.414 2.966 2.995  C7 1.165
18 H 1.238 2.430 2.451  C7 1.120
19 H -0.200 -3.603 -0.241  N9 1.062
20 H 1.009 0.511 0.543  N10 1.043
21 H -2.983 0.996 -0.647  N11 1.068
22 H -1.706 -1.326 -1.059  N12 0.951

=====

Copy entry 2 word for word.
Computed, not measured: the ion C7H10N5 with charge +1 in a non-equilibrium geometry, with ωB97M-V/def2-TZVPD.

orbital gap: 8.993 eV
total charge: +1
maximum force: 5.17 eV/Å
LUMO level: -2.94 eV
energy relative to the best compared isomer or geometry (same formula, charge and spin): 15.1 kcal per mole
molar mass: 164.192 g/mol

Each atom is followed by the atoms it is bonded to, with distances in Å.
Cartesian coordinates (Å):
1 C 1.567 -1.379 -1.689  C5 1.394, N8 1.354, H13 1.097
2 C -1.712 2.123 0.622  C4 1.354, N11 1.379, H14 1.142
3 C 1.737 -3.461 -1.154  N8 1.323, N9 1.346, H15 1.115
4 C -0.478 2.002 1.168  C2 1.354, C7 1.460, N10 1.372
5 C 0.322 -1.809 -1.232  C1 1.394, N9 1.322, N12 1.435
6 C -0.908 0.308 -0.267  N10 1.382, N11 1.339, N12 1.484
7 C 0.281 2.867 2.066  C4 1.460, H16 1.031, H17 1.165, H18 1.120
8 N 2.423 -2.425 -1.608  C1 1.354, C3 1.323
9 N 0.495 -3.056 -0.829  C3 1.346, C5 1.322, H19 1.062
10 N 0.064 0.948 0.477  C4 1.372, C6 1.382, H20 1.043
11 N -2.008 1.070 -0.217  C2 1.379, C6 1.339, H21 1.068
12 N -0.831 -1.080 -0.783  C5 1.435, C6 1.484, H22 0.951
13 H 1.914 -0.426 -2.107  C1 1.097
14 H -2.387 3.022 0.824  C2 1.142
15 H 2.180 -4.455 -0.910  C3 1.115
16 H 0.399 3.777 1.596  C7 1.031
17 H -0.414 2.966 2.995  C7 1.165
18 H 1.238 2.430 2.451  C7 1.120
19 H -0.200 -3.603 -0.241  N9 1.062
20 H 1.009 0.511 0.543  N10 1.043
21 H -2.983 0.996 -0.647  N11 1.068
22 H -1.706 -1.326 -1.059  N12 0.951

=====

> Which of these has the lowest maximum force?

C7H10N4

=====

> molar mass of number 2 (C7H10N5)?

164.192 g/mol